No. 1
{"formula": "CH5NO2S", "method": "ωB97M-V/def2-TZVPD", "lumo_energy_ha": 0.0179, "gap_ev": 9.30, "de_lowest_kcal_mol": 120.1, "smiles": "C[S@@H](=O)=NO", "charge": 0, "symbols": ["C", "N", "O", "O", "S", "H", "H", "H", "H", "H"], "positions_angstrom": [[-1.43784, 0.22551, -0.39784], [1.30134, 0.67435, 0.60753], [0.30737, -1.73164, 0.06627], [2.22430, 0.74819, -0.39116], [0.14294, -0.38565, 0.50699], [-1.01087, 0.37810, -1.42947], [-2.12951, -0.57033, -0.39790], [-1.82763, 1.13239, 0.04093], [2.69393, -0.09075, -0.41074], [-0.26402, -0.38017, 1.80538]], "forces_ev_per_angstrom": [[2.83, 0.05, -0.54], [-1.71, -0.95, 2.35], [0.42, -1.31, -0.62], [0.58, 0.18, -1.89], [-1.22, 2.39, -0.21], [-0.67, 0.04, 0.97], [-0.79, -0.92, 0.03], [0.16, 0.21, 0.08], [0.23, -0.18, 0.08], [0.17, 0.49, -0.26]]}



No. 2
{"formula": "CH5NO2S", "method": "ωB97M-V/def2-TZVPD", "lumo_energy_ha": 0.0222, "gap_ev": 9.79, "de_lowest_kcal_mol": 65.6, "charge": 0, "symbols": ["C", "N", "O", "O", "S", "H", "H", "H", "H", "H"], "positions_angstrom": [[-0.37501, -0.66121, 0.01876], [0.58152, -0.02179, -0.82557], [-2.58510, 2.35888, 0.37390], [-1.16211, 0.29838, 0.63192], [-1.56073, 1.61494, -0.30034], [1.17529, 0.70557, -0.45813], [-0.92933, -1.36505, -0.57851], [0.02221, -1.49847, 0.66222], [1.03634, -0.75768, -1.29210], [-0.36420, 2.20234, -0.00846]], "forces_ev_per_angstrom": [[0.54, -1.45, -0.13], [-0.57, 0.36, -0.26], [-0.67, 0.49, 1.04], [-0.54, 0.01, 1.49], [0.64, -0.99, -1.62], [0.28, -0.56, 0.44], [-1.04, 0.33, -1.18], [0.06, 1.72, 1.04], [1.27, -0.34, -0.97], [0.04, 0.43, 0.15]]}



No. 3
{"formula": "CH5NO2Si", "method": "ωB97M-V/def2-TZVPD", "lumo_energy_ha": 0.0086, "gap_ev": 11.04, "de_lowest_kcal_mol": 48.1, "smiles": "O=[N+]([O-])C[SiH3]", "charge": 0, "symbols": ["C", "N", "O", "O", "Si", "H", "H", "H", "H", "H"], "positions_angstrom": [[-0.54260, 0.07816, -0.55033], [-1.17268, 0.40606, 0.69699], [-1.34803, -0.50134, 1.46252], [-1.43479, 1.58452, 0.99286], [1.28051, -0.45882, -0.24210], [-1.23405, -0.52630, -1.00766], [-0.50409, 1.06918, -1.04775], [2.21196, 0.65471, -0.53420], [1.19464, -0.58140, 1.11369], [1.54913, -1.72478, -0.88401]], "forces_ev_per_angstrom": [[1.87, 3.16, -0.58], [-0.28, 2.06, 2.26], [-0.50, -1.11, 0.56], [0.36, -1.17, -0.94], [-0.66, 0.62, -1.50], [-1.14, -1.82, -1.46], [-0.11, -0.73, -0.23], [-0.12, -0.20, -0.34], [0.31, -0.46, 2.63], [0.27, -0.35, -0.41]]}



No. 4
{"formula": "CH5NO3", "method": "ωB97M-V/def2-TZVPD", "lumo_energy_ha": 0.0321, "gap_ev": 9.92, "de_lowest_kcal_mol": 118.1, "charge": 0, "symbols": ["C", "N", "O", "O", "O", "H", "H", "H", "H", "H"], "positions_angstrom": [[0.31248, 0.58297, -0.04213], [0.22349, 0.99043, -1.32259], [-0.14585, -1.18988, 0.46134], [-1.19073, -1.11703, 1.45739], [1.52652, 0.31320, 0.40823], [-1.76730, -1.84113, 1.17695], [1.23333, -0.58465, 0.88716], [-0.44393, 0.98988, 0.63170], [-0.68686, 1.19247, -1.70092], [0.93886, 0.66374, -1.95711]], "forces_ev_per_angstrom": [[-0.64, -0.65, 0.34], [0.07, -0.35, 0.21], [-0.59, 0.62, -0.19], [0.24, -0.09, -0.35], [0.28, -0.87, 0.54], [0.07, 0.15, -0.02], [0.62, 1.26, -0.52], [0.00, -0.10, -0.09], [0.09, 0.02, 0.01], [-0.14, 0.01, 0.05]]}



No. 5
{"formula": "CH5NO3S", "method": "ωB97M-V/def2-TZVPD", "lumo_energy_ha": 0.0129, "gap_ev": 10.14, "de_lowest_kcal_mol": 58.2, "charge": 0, "symbols": ["C", "N", "O", "O", "O", "S", "H", "H", "H", "H", "H"], "positions_angstrom": [[1.98544, -0.27615, -0.39283], [1.76117, -0.39661, 0.83252], [-2.71082, 0.22071, 0.49266], [-0.65621, 0.99367, -0.50786], [-0.80432, -1.32519, 0.35321], [-1.05377, -0.02033, 0.73087], [1.93263, 0.71790, -0.76224], [2.13536, -1.05966, -1.15090], [1.62799, -1.32548, 1.19164], [-2.88566, 1.22222, 0.44859], [-1.33183, 1.24892, -1.23567]], "forces_ev_per_angstrom": [[0.04, -0.58, -0.34], [-0.17, 0.51, 0.61], [0.11, 1.56, 0.07], [-0.69, 0.93, -1.42], [0.13, -3.99, -1.15], [-1.79, 4.82, 0.29], [0.37, 0.91, -0.55], [-0.06, -0.10, 0.42], [0.40, -0.74, -0.16], [0.41, -2.13, 0.32], [1.26, -1.19, 1.91]]}



No. 6
{"formula": "CH5NOP", "method": "ωB97M-V/def2-TZVPD", "lumo_energy_ha": 0.1739, "gap_ev": 6.21, "de_lowest_kcal_mol": 80.6, "smiles": "C[N-]OP", "charge": -1, "symbols": ["C", "N", "O", "P", "H", "H", "H", "H", "H"], "positions_angstrom": [[-0.65539, 0.02072, -1.15963], [0.58365, 0.61130, -1.48173], [0.93362, 1.38515, -0.16660], [1.14561, 1.15714, 1.45110], [-0.97636, -0.64538, -1.96874], [-0.60936, -0.60095, -0.22080], [-1.48694, 0.75129, -0.97136], [2.19967, 0.19846, 1.54802], [0.24259, 0.10749, 1.72773]], "forces_ev_per_angstrom": [[-0.32, -0.05, 1.01], [0.66, -0.40, 0.49], [0.15, 1.18, 1.08], [-0.28, -0.27, -2.39], [0.16, 0.05, -0.13], [-0.21, -0.01, -0.41], [-0.07, -0.10, -0.06], [0.33, -0.17, 0.04], [-0.42, -0.24, 0.36]]}



Number 1: highest occupied orbital energy -8.811 eV. Number 2: highest occupied orbital energy -9.188 eV. Number 3: highest occupied orbital energy -10.803 eV. Number 4: highest occupied orbital energy -9.043 eV. Number 5: highest occupied orbital energy -9.786 eV. Number 6: highest occupied orbital energy -1.481 eV.